1.
This record from the Open Molecules 2025 dataset describes the molecule C7H9NS at a distorted geometry. The level of theory is wB97M-V/def2-TZVPD.

Positions of all 18 atoms, in Å:
C1 -2.5935 -0.1083 -0.1544
C2 -1.2820 0.7143 -0.3184
N1 -0.4932 0.8898 0.6582
C3 0.7685 1.5673 0.4778
C4 1.7308 0.4653 0.3893
C5 1.6592 -0.8736 0.5432
C6 2.8310 -1.4846 0.2300
C7 3.7761 -0.6351 -0.3553
S1 3.2663 0.9474 -0.2116
H1 -2.6463 -0.8418 -1.0177
H2 -3.4496 0.5950 -0.3952
H3 -2.7641 -0.4310 0.7788
H4 -1.1788 1.0810 -1.4400
H5 0.9271 2.1685 1.3594
H6 0.9133 2.1603 -0.4231
H7 0.8843 -1.3507 1.0998
H8 2.8863 -2.5494 0.0834
H9 4.6192 -0.9351 -0.7582

Atoms 1-6, force components in eV/Å:
C 0.487 2.773 -5.085
C -1.076 -0.452 -0.861
N -1.433 0.347 -1.071
C -0.879 -0.578 0.396
C 1.576 1.017 -0.425
C -1.314 1.040 1.706

multiplicity	1
net charge	0
HOMO energy	-0.3098	hartree
ΔE to the lowest compared entry with this formula, charge and spin	1.188	eV
total energy	-19728.25146	eV
SMILES	C/C=N/Cc1cccs1

***

2.
This record from the Open Molecules 2025 dataset describes a cluster of 2 separate species, C7H9O2 in total at a distorted geometry. The level of theory is wB97M-V/def2-TZVPD.

Positions of all 18 atoms, in Å:
C1 -3.0043 -0.1158 -0.0205
C2 1.0745 1.1777 0.9227
C3 0.1039 1.4117 -0.2830
C4 0.3277 -0.1381 1.2156
C5 0.1348 -0.9997 0.0443
C6 -0.7565 0.1424 0.1531
C7 1.2352 -1.3206 -0.9244
O1 -3.5434 0.5709 0.7700
O2 -3.0807 -0.9214 -0.9326
H1 2.0214 1.1748 0.4286
H2 0.8829 1.8902 1.6780
H3 -0.4606 2.4145 -0.6061
H4 0.6485 1.3249 -1.2181
H5 0.3104 -0.5645 2.1664
H6 -0.4658 -1.8095 0.2718
H7 0.8464 -1.5255 -1.9758
H8 1.6548 -2.2159 -0.5767
H9 2.0708 -0.4958 -1.1133

Atoms 1-6, force components in eV/Å:
C 2.606 -1.526 -1.890
C -2.030 -0.493 -1.986
C -1.863 1.129 -0.835
C 0.828 1.203 -0.425
C 1.331 0.662 -1.185
C -1.719 2.302 -0.657

multiplicity	1
net charge	-1
HOMO energy	-0.0984	hartree
ΔE to the lowest compared entry with this formula, charge and spin	2.756	eV
total energy	-11497.18500	eV

***

3.
This record from the Open Molecules 2025 dataset describes the ion C7H9O2S with charge -1 at a distorted geometry. The level of theory is wB97M-V/def2-TZVPD.

Positions of all 19 atoms, in Å:
C1 -1.0141 2.2950 0.3168
C2 -1.6141 2.0398 -0.8218
C3 -0.0921 1.5355 1.1528
C4 0.1446 -0.4910 -0.5160
C5 0.1908 0.0482 0.8780
C6 -0.8278 -0.7217 1.7420
C7 1.8291 -1.9850 -2.0195
O1 -2.2679 2.0665 -1.8070
O2 0.4140 2.0679 2.1313
S1 1.6102 -0.2364 -1.4623
H1 -1.1936 3.2852 0.7235
H2 -0.7286 -0.0866 -1.0625
H3 1.1939 -0.1309 1.2877
H4 -1.8360 -0.5391 1.3710
H5 -0.7731 -0.4195 2.7882
H6 -0.6174 -1.7863 1.6697
H7 2.3329 -1.9873 -2.9819
H8 0.8344 -2.4147 -2.1006
H9 2.4151 -2.5396 -1.2894

Atoms 1-6, force components in eV/Å:
C 0.663 0.976 1.643
C 1.359 -3.161 0.214
C -0.938 1.002 -1.435
C -0.153 2.312 -0.197
C 0.277 -0.864 0.783
C 0.038 -0.066 -0.058

multiplicity	3
net charge	-1
HOMO energy (alpha / beta)	-0.0153 / -0.1469	hartree
total energy	-22332.18064	eV

***

Q: What is the formula in the second record?
A: C7H9O2

***

Q: multiplicity of number 2 (C7H9O2)?
A: 1